1.
Formula: C5H15NO4
Source: the OMol25 dataset
Level of theory: ωB97M-V with the def2-TZVPD basis set

Last column: natural (NBO) charge in e.
CARTESIAN COORDINATES (ANGSTROEM)
H  -0.469  0.343  -2.176  0.3226
O  2.203  1.431  5.353  -1.1006
C  -2.244  -0.550  -2.275  0.1500
C  0.997  -0.730  1.510  -0.4113
H  1.405  -0.241  -0.552  0.1650
H  -3.022  -0.822  -1.518  0.0636
H  0.561  1.026  0.246  0.1965
H  3.029  -0.287  1.915  0.0877
C  -0.689  -0.601  -0.382  -0.2202
H  -1.445  -0.474  0.406  0.1706
H  -0.571  -1.671  -0.625  0.1454
H  -2.397  1.384  -4.675  0.5213
H  -1.770  -1.524  -2.583  0.0351
H  1.643  2.002  4.818  0.4278
O  1.985  -0.335  3.678  -0.9149
C  2.048  -0.005  2.347  -0.0177
C  0.597  -0.055  0.186  -0.3980
H  -1.595  0.443  -5.468  0.4689
H  1.996  1.094  2.185  0.0966
O  -2.009  1.326  -5.574  -1.0143
H  0.103  -0.906  2.104  0.1917
N  -1.217  0.216  -1.499  -0.6475
H  1.376  -1.738  1.276  0.1700
O  -2.762  0.111  -3.328  -0.9880
H  2.247  0.565  4.630  0.4995

Calculated values
net charge: -2
HOMO: -1.028 eV
energy relative to the best compared isomer or geometry (same formula, charge and spin): 10.9 kJ/mol
LUMO energy: 6.0714 eV
gap between HOMO and LUMO: 7.10 eV

---

2.
Formula: C5H15NOP
Source: the OMol25 dataset
Level of theory: ωB97M-V with the def2-TZVPD basis set

Last column: natural (NBO) charge in e.
CARTESIAN COORDINATES (ANGSTROEM)
P  2.317  -1.360  -0.325  0.2623
H  0.012  1.860  -0.183  0.2033
H  -2.307  1.797  0.320  0.2429
H  0.361  -1.238  1.006  0.2421
H  2.898  2.250  0.330  0.5225
H  -1.322  -1.249  1.795  0.2307
C  -2.352  0.696  0.281  -0.4310
H  -0.093  -0.755  -1.763  0.2324
H  -1.118  -2.171  0.288  0.2362
O  2.851  1.293  -0.123  -0.6438
H  3.617  -1.709  -0.257  0.0050
N  -1.083  0.065  -0.028  -0.2625
H  -2.779  0.486  1.215  0.2367
H  2.305  0.324  1.575  0.1863
C  2.344  0.324  0.490  0.0682
H  -1.261  0.547  -2.059  0.2263
H  -0.107  0.966  1.433  0.1892
H  -3.112  0.438  -0.463  0.2289
H  -1.859  -1.129  -1.682  0.2348
H  2.613  -0.771  -1.609  0.0178
C  -0.052  0.967  0.402  -0.4203
C  -0.835  -1.236  0.842  -0.4163
C  -1.038  -0.394  -1.485  -0.3919

Calculated values
net charge: +1
HOMO (spin up / spin down): -11.786 / -11.784 eV
energy relative to the best compared isomer or geometry (same formula, charge and spin): 509.4 kJ/mol
LUMO energy (spin up / spin down): -3.2782 / -3.2790 eV
gap between HOMO and LUMO (spin up / spin down): 8.51 / 8.50 eV

---

3.
Formula: C5H15NOS
Source: the OMol25 dataset
Level of theory: ωB97M-V with the def2-TZVPD basis set

Last column: natural (NBO) charge in e.
CARTESIAN COORDINATES (ANGSTROEM)
H  -3.144  1.009  0.003  0.3000
H  1.327  -2.138  -2.350  0.1899
C  0.007  1.967  0.741  -0.0929
H  0.305  -0.780  -1.842  0.2166
H  -1.613  2.964  -0.272  0.1621
H  0.521  2.927  0.795  0.1706
H  2.055  -0.549  -2.235  0.1968
C  -1.471  2.157  0.459  -0.5352
H  1.708  -0.532  0.241  0.2002
H  -1.418  -0.229  0.301  0.2701
O  0.263  1.383  2.010  -0.7585
S  -0.933  -1.611  0.726  -0.4461
H  2.677  -1.919  -0.298  0.1815
H  0.408  1.383  -0.092  0.1616
H  0.009  0.438  1.933  0.4823
C  1.308  -1.201  -1.785  -0.6318
H  -1.984  0.995  -1.133  0.2952
H  1.124  -2.514  1.451  0.1983
N  -2.123  0.941  -0.111  -1.0455
C  1.679  -1.465  -0.324  -0.4023
H  -2.008  2.460  1.357  0.1950
H  0.594  -3.329  -0.030  0.1925
C  0.710  -2.358  0.455  -0.5003

Calculated values
2S+1: 2
net charge: -1
HOMO (spin up / spin down): 0.666 / -4.825 eV
energy relative to the best compared isomer or geometry (same formula, charge and spin): 63.2 kJ/mol
LUMO energy (spin up / spin down): 3.4346 / 3.4127 eV
gap between HOMO and LUMO (spin up / spin down): 2.77 / 8.24 eV